# C9H17N5

An isolated ion of composition C9H17N5 and charge +2 at a distorted geometry (ωB97M-V/def2-TZVPD, OMol25).

Calculated values
**SMILES**: CCN1N=C(C)[C@H]2C(=[NH2+])[NH+]=CN[C@]21C
**Energy above the lowest of the compared OMol25 structures with the same formula, charge and spin**: 2.705 eV
**Molar mass**: 195.3 g/mol
**Gap between HOMO and LUMO (alpha / beta)**: 5.904 / 5.905 eV
**Multiplicity**: 1
**Net charge**: +2

Last column: natural (NBO) charge in e.
CARTESIAN COORDINATES (ANGSTROEM)
C 1.46555 2.01988 -1.11870  0.389
C 0.59546 -1.47556 -0.35296  0.183
C 2.51328 0.16520 0.01879  0.600
C 1.18872 -0.21800 0.45825  -0.407
C 0.02214 0.76963 0.26699  0.271
C 1.21793 -2.83859 -0.49988  -0.643
C -0.58318 1.24174 1.57988  -0.625
C -3.48676 0.05153 -0.31606  -0.639
C -2.25244 0.43254 -1.16219  -0.219
N -0.57004 -1.23324 -0.74294  -0.107
N -0.98908 -0.04939 -0.57667  -0.234
N 0.25140 1.83928 -0.68072  -0.425
N 2.51233 1.17621 -0.91065  -0.558
N 3.51191 -0.48015 0.51896  -0.641
H 1.47633 2.56255 -2.08568  0.280
H 1.16651 -0.51315 1.54949  0.287
H 1.99869 -2.68390 -1.19089  0.216
H 0.62517 -3.53130 -0.94601  0.274
H 1.55610 -3.27881 0.35988  0.230
H -1.53390 1.69918 1.26971  0.245
H 0.01296 1.92313 2.11960  0.243
H -0.62816 0.31703 2.23035  0.257
H -3.46522 0.16487 0.71470  0.223
H -4.31590 0.54614 -0.67045  0.239
H -3.82862 -1.00968 -0.47481  0.243
H -2.14335 -0.02581 -2.22454  0.255
H -2.27783 1.47890 -1.16968  0.187
H -0.45148 2.55989 -0.74996  0.474
H 3.47270 1.37186 -1.30163  0.474
H 3.19945 -0.91164 1.33691  0.452
H 4.43988 -0.50360 0.01793  0.473

Atomic forces in eV per Å
C -1.8 -0.4 -3.3
C 0.5 -1.6 0.7
C -2.0 1.0 -0.3
C -1.8 -0.8 0.9
C -2.0 -0.8 -0.4
C 0.7 3.5 -0.4
C -0.6 -1.7 -0.8
C 0.5 -3.3 -2.3
C 0.1 -2.9 -0.1
N 0.3 -1.9 -1.1
N 0.0 3.3 2.2
N 3.4 0.1 1.7
N 2.8 -0.7 0.5
N 1.6 1.7 -3.2
H 0.8 0.7 1.1
H 0.4 0.2 -1.1
H 1.5 -0.3 -0.7
H -2.4 -1.6 -1.3
H 1.1 -0.8 2.4
H -0.1 -0.3 1.0
H 0.9 1.1 0.4
H -0.8 1.1 -0.7
H 0.7 0.6 1.9
H -1.8 1.6 -0.9
H 0.8 0.7 0.1
H -1.1 1.1 1.7
H 0.5 1.7 -0.5
H -0.2 0.2 -0.6
H -1.7 0.4 0.0
H 0.8 -1.8 1.5
H -1.0 -0.2 1.6